Entry 1:
Molecular formula: C44H50F5N5O3P3S3SeSiSrTe
Method: DFT, ωB97M-V with the def2-TZVPD basis set

Structure (XYZ):
```
117
Properties=species:S:1:pos:R:3:forces:R:3:lowdin_charge:R:1
Sr -1.1823 1.1541 0.4000 -0.28 -5.39 0.70 1.065
F -1.6419 5.1077 5.4942 -0.04 0.04 0.08 0.123
C -1.1252 4.5710 4.3897 -0.13 -0.17 -0.24 -0.139
C -1.9327 3.9244 3.4722 0.31 0.31 0.28 -0.159
F -3.2370 3.8124 3.7047 -0.08 -0.02 0.01 0.133
C -1.3904 3.3851 2.3203 0.62 0.44 0.91 -0.325
F -2.3280 2.7193 1.5978 -0.51 0.66 -0.09 -0.173
C -0.0133 3.4071 2.0230 0.15 0.37 0.16 -0.597
S 0.8940 2.7640 0.6368 1.03 0.98 0.86 0.492
C 0.7494 4.0725 2.9931 -0.08 -0.01 -0.02 -0.257
F 2.0695 4.1746 2.8298 0.12 0.03 -0.01 0.072
C 0.2313 4.6406 4.1379 -0.08 -0.08 -0.06 -0.142
F 1.0349 5.2629 5.0026 0.04 0.04 0.07 0.119
C -2.9077 -2.3113 7.0894 0.20 0.19 -0.19 -0.197
Si -1.8449 -1.1324 6.0418 0.10 0.02 -0.01 0.521
C -2.5084 0.6111 6.3272 0.06 -0.28 -0.02 -0.190
C -0.0545 -1.2995 6.6340 -0.32 -0.02 -0.09 -0.192
C -2.0241 -1.6724 4.2437 -0.03 0.04 0.25 -0.271
C -2.6968 -2.8282 3.8977 -0.08 -0.14 -0.15 -0.099
C -2.8883 -3.1776 2.5609 0.08 0.17 -0.14 -0.086
C -2.4379 -2.2898 1.5977 0.08 -0.02 0.38 -0.244
N -1.7534 -1.1821 1.8904 0.08 -0.09 -0.01 -0.052
C -1.5054 -0.8889 3.1836 0.10 -0.14 -0.21 -0.801
S -0.4877 0.4660 3.4854 0.16 0.48 -0.06 0.574
H -2.8655 -2.0154 8.1368 0.02 0.06 0.12 0.019
H -2.5670 -3.3438 7.0283 0.06 -0.11 -0.03 0.020
H -3.9519 -2.2842 6.7821 -0.12 0.02 -0.05 0.027
H -2.7200 0.7778 7.3838 -0.02 -0.01 0.11 0.021
H -3.4316 0.7609 5.7667 -0.08 -0.02 -0.04 0.033
H -1.7969 1.3555 5.9844 0.10 0.06 -0.03 -0.009
H 0.0627 -0.9523 7.6599 -0.03 0.04 0.14 0.020
H 0.5980 -0.7101 5.9959 0.06 0.09 -0.09 -0.009
H 0.2707 -2.3402 6.5917 -0.01 -0.08 0.00 0.021
H -3.0955 -3.4709 4.6732 -0.04 -0.05 0.04 0.087
H -3.4259 -4.0705 2.2764 -0.03 -0.03 -0.01 0.092
H -2.6369 -2.4522 0.5461 -0.01 0.00 -0.03 0.071
C 3.4383 -1.0147 2.5943 -0.05 -0.02 -0.04 -0.291
P 1.9377 -1.5610 1.6777 -0.20 -0.05 0.01 0.884
C 1.4233 -2.9306 2.7952 0.00 0.09 -0.01 -0.263
C 2.6986 -2.5422 0.3118 -0.06 -0.04 -0.31 -0.397
C 3.9909 -3.0570 0.4201 -0.04 0.08 0.08 -0.109
C 4.6133 -3.6902 -0.6391 0.20 -0.06 0.10 -0.096
C 3.9472 -3.8270 -1.8407 0.03 -0.07 -0.22 -0.093
C 2.6605 -3.3389 -1.9676 -0.09 -0.03 -0.05 -0.109
C 2.0119 -2.6972 -0.9142 0.18 -0.06 0.20 -0.397
P 0.2924 -2.0561 -1.1383 0.12 0.09 0.04 0.919
C 0.2322 -1.9296 -2.9813 -0.08 0.06 0.07 -0.278
C -0.5988 -3.6608 -0.9477 0.02 0.03 -0.04 -0.262
H 3.9918 -1.8287 3.0662 0.00 -0.01 0.02 0.030
H 3.0873 -0.3335 3.3678 0.00 0.06 0.07 0.031
H 4.1063 -0.4644 1.9297 -0.01 0.05 0.01 0.036
H 2.1918 -3.7033 2.8655 0.01 0.01 0.01 0.039
H 0.4886 -3.3729 2.4598 -0.13 -0.04 -0.08 0.024
H 1.2474 -2.4984 3.7785 -0.07 0.05 0.11 0.027
H 4.5311 -2.9452 1.3514 0.01 -0.02 0.01 0.087
H 5.6199 -4.0719 -0.5271 0.04 -0.01 0.01 0.098
H 4.4282 -4.3132 -2.6804 0.01 0.00 -0.02 0.099
H 2.1542 -3.4509 -2.9179 0.05 -0.04 0.03 0.085
H 0.2551 -2.8955 -3.4907 -0.03 0.01 0.01 0.035
H 1.0576 -1.3137 -3.3407 0.00 0.01 0.01 0.028
H -0.6965 -1.4193 -3.2370 -0.05 0.01 -0.01 0.011
H -0.1169 -4.4529 -1.5262 -0.02 0.02 -0.01 0.041
H -1.6269 -3.5349 -1.2893 -0.04 0.01 0.00 0.019
H -0.6276 -3.9492 0.1010 0.01 -0.01 0.08 0.026
S 5.5800 0.1989 -3.8142 -0.08 -0.04 0.06 0.985
C 4.0155 0.5590 -3.0323 -0.03 0.02 -0.17 -0.517
C 2.9937 1.1849 -3.7355 0.10 -0.09 -0.07 -0.075
C 1.7909 1.4132 -3.0867 0.04 0.08 -0.51 -0.119
N 1.5605 1.0444 -1.8408 -0.43 0.22 0.33 0.061
C 2.5445 0.4662 -1.1720 0.18 -0.17 0.30 -0.188
C 3.7880 0.1925 -1.7180 0.06 0.02 0.01 -0.052
C 6.4887 1.6370 -3.3070 0.06 0.02 0.02 -0.521
C 6.0237 2.9259 -3.5314 0.01 -0.03 0.05 -0.069
C 6.8172 3.9893 -3.1364 -0.26 0.08 -0.12 -0.145
N 8.0071 3.8549 -2.5686 0.22 0.22 0.10 0.053
C 8.4414 2.6217 -2.3618 0.14 -0.19 0.07 -0.155
C 7.7279 1.4830 -2.7011 -0.05 -0.01 -0.09 -0.090
H 3.1219 1.4719 -4.7701 0.02 0.02 -0.01 0.106
H 0.9757 1.8968 -3.6079 -0.03 0.03 -0.09 0.092
H 2.3188 0.1935 -0.1469 0.02 0.04 0.01 0.038
H 4.5489 -0.3010 -1.1296 0.02 -0.06 0.00 0.112
H 5.0631 3.1017 -3.9930 -0.03 0.01 -0.02 0.101
H 6.4766 5.0059 -3.2944 -0.04 0.02 -0.01 0.106
H 9.4110 2.5296 -1.8862 0.04 -0.02 0.01 0.103
H 8.1242 0.4995 -2.4929 0.00 -0.03 0.01 0.099
C -4.4114 -3.5260 -2.9285 0.04 0.17 0.02 -0.074
C -3.9823 -2.0741 -2.8303 0.06 -0.04 -0.14 -0.302
O -4.6379 -1.4858 -1.7117 0.02 0.02 0.32 -0.308
P -3.9486 -0.2201 -0.9582 -0.61 -0.23 -0.18 0.053
O -2.4624 -0.4150 -0.9716 -0.06 -0.15 -0.31 -0.559
Te -5.0245 0.1072 1.1061 0.00 0.18 -0.16 0.483
O -4.2325 0.9901 -1.9909 0.24 -0.12 -0.04 -0.316
C -5.4365 1.7426 -2.0271 -0.17 0.14 0.00 -0.328
C -6.5612 0.9823 -2.7045 0.07 0.05 0.04 -0.084
H -3.9258 -4.0075 -3.7766 0.04 -0.03 -0.06 0.073
H -5.4898 -3.6009 -3.0561 -0.06 0.01 0.00 0.074
H -4.1399 -4.0617 -2.0202 0.03 -0.02 0.05 0.072
H -4.2617 -1.5195 -3.7350 0.04 -0.05 0.03 0.116
H -2.8977 -1.9913 -2.7006 -0.10 -0.04 -0.03 0.078
H -5.1835 2.6523 -2.5800 -0.06 -0.06 0.04 0.116
H -5.7148 2.0133 -1.0018 0.00 0.01 -0.12 0.045
H -6.2494 0.6357 -3.6905 0.01 0.00 -0.04 0.074
H -7.4296 1.6306 -2.8230 -0.05 0.04 0.00 0.072
H -6.8513 0.1207 -2.1058 -0.01 -0.04 0.03 0.064
Se -1.2254 3.7760 -0.8837 -0.39 2.04 -0.57 1.150
N -1.6183 2.2866 -1.7002 -0.23 0.73 -0.24 -0.344
C -1.4332 2.5325 -3.0042 0.03 -0.28 -0.21 -0.399
C -1.6378 1.5754 -4.0105 -0.04 -0.25 -0.33 -0.029
C -1.3555 1.9178 -5.3044 -0.09 -0.21 0.04 -0.091
C -0.8735 3.2052 -5.6299 0.08 0.20 -0.09 -0.102
C -0.6860 4.1574 -4.6650 0.06 0.07 -0.43 -0.038
C -0.9789 3.8372 -3.3292 -0.06 -0.15 -0.37 -0.413
N -0.8631 4.6922 -2.3033 0.04 0.40 0.27 -0.204
H -2.0134 0.6003 -3.7313 0.00 0.00 0.00 0.103
H -1.5030 1.1922 -6.0951 0.00 0.01 0.01 0.100
H -0.6591 3.4432 -6.6644 0.00 -0.01 0.00 0.095
H -0.3291 5.1506 -4.9057 0.00 -0.02 0.01 0.110
```
Positions in Å, forces in eV/Å.

The energy above the lowest of the compared OMol25 structures with the same formula, charge and spin comes out at 207.5 kJ/mol. The value obtained for the LUMO energy is 1.379 eV. The energy is -215352.048 eV. As for the total charge: -1. For the molar mass, the calculation gives 1303.30 g mol⁻¹. The HOMO energy is -4.5 eV.



Entry 2:
Molecular formula: C20H25F24IO4P2
Method: DFT, ωB97M-V with the def2-TZVPD basis set

Structure (XYZ):
```
76
Properties=species:S:1:pos:R:3:forces:R:3:lowdin_charge:R:1
F -4.6522 1.0682 0.9394 0.00 0.01 -0.03 0.102
C -5.6571 1.9623 0.9802 0.04 0.07 -0.01 -0.298
F -6.5120 1.6811 -0.0348 -0.02 -0.05 0.02 0.086
C -5.1388 3.3937 0.7851 -0.03 -0.03 -0.05 -0.441
F -4.6367 3.5314 -0.4552 0.01 0.00 0.01 0.143
F -6.2639 4.1712 0.8755 0.01 -0.01 -0.01 0.095
C -4.1701 3.9544 1.8333 0.00 0.18 0.27 -0.040
O -2.7962 3.9021 1.5094 -0.04 -0.21 -0.43 0.055
C -2.0042 2.8414 1.8435 0.09 0.07 0.21 -0.541
F -2.6639 1.9171 2.5705 0.01 0.03 -0.05 0.144
F -0.9900 3.3057 2.6099 -0.08 -0.05 0.04 0.132
C -1.3470 2.2041 0.6069 -0.01 0.08 0.07 -0.278
F -2.2884 1.7965 -0.2681 -0.01 0.00 0.02 0.101
F -0.6407 1.1268 1.0106 -0.03 0.03 -0.06 0.063
H -6.1925 1.8705 1.9281 0.01 -0.01 0.00 0.174
H -4.4022 5.0173 1.8746 0.03 0.00 0.03 0.151
H -4.3784 3.5252 2.8136 0.00 -0.07 -0.04 0.149
H -0.6817 2.9224 0.1250 0.00 -0.01 -0.01 0.177
F -10.0120 1.6255 -4.6251 0.00 -0.05 0.00 0.095
C -9.8157 0.5975 -3.7736 -0.01 0.02 0.04 -0.305
F -10.6826 -0.3883 -4.0931 0.01 0.01 -0.01 0.100
C -10.0769 1.0359 -2.3270 -0.07 -0.03 -0.03 -0.440
F -11.3775 1.3441 -2.1683 0.01 0.00 0.01 0.141
F -9.8128 -0.0811 -1.5777 -0.01 0.01 -0.02 0.096
C -9.1816 2.1350 -1.7456 0.33 0.03 0.24 -0.048
O -9.7079 3.4479 -1.7508 -0.44 -0.11 -0.20 0.055
C -9.5187 4.3065 -2.7912 0.20 0.15 0.05 -0.544
F -8.7017 3.8045 -3.7349 -0.04 0.02 0.03 0.152
F -8.9259 5.4260 -2.3001 0.04 -0.08 -0.06 0.136
C -10.8532 4.7710 -3.4001 0.04 -0.02 0.05 -0.286
F -11.5644 3.7130 -3.8346 0.01 0.03 0.00 0.102
F -10.5915 5.5747 -4.4547 -0.01 0.00 0.02 0.099
H -8.7948 0.2228 -3.8823 0.00 0.01 -0.01 0.173
H -9.0906 1.8847 -0.6907 0.02 0.02 -0.01 0.141
H -8.1823 2.0918 -2.1789 -0.05 0.00 -0.08 0.143
H -11.4287 5.3216 -2.6539 -0.02 -0.02 -0.01 0.174
F 11.1057 -2.9438 -0.6578 -0.01 -0.02 0.01 0.099
C 10.1457 -2.1115 -0.2089 -0.04 -0.01 -0.01 -0.306
F 10.2765 -1.9943 1.1308 0.01 0.00 -0.01 0.099
C 8.7506 -2.6723 -0.5161 0.02 -0.03 0.09 -0.438
F 8.5443 -3.8032 0.1829 0.00 -0.01 -0.02 0.141
F 7.8901 -1.7190 -0.0326 0.02 0.01 -0.08 0.082
C 8.3605 -2.8634 -1.9870 -0.15 0.16 -0.24 -0.040
O 8.4913 -4.1714 -2.5065 0.17 -0.21 0.40 0.052
C 9.6321 -4.6097 -3.1146 -0.05 0.05 -0.23 -0.543
F 10.5581 -3.6407 -3.2326 -0.03 -0.04 0.04 0.151
F 9.3028 -5.0055 -4.3700 0.05 0.08 0.01 0.139
C 10.2098 -5.8541 -2.4173 -0.06 0.04 -0.03 -0.286
F 10.4765 -5.5855 -1.1250 0.01 0.03 -0.01 0.103
F 11.3621 -6.1972 -3.0324 -0.02 0.00 0.01 0.102
H 10.2726 -1.1267 -0.6657 0.01 -0.01 -0.01 0.173
H 7.2901 -2.6661 -2.0118 0.01 0.00 -0.04 0.150
H 8.8546 -2.1203 -2.6133 0.07 -0.03 0.04 0.148
H 9.4983 -6.6792 -2.4831 0.00 0.00 0.02 0.175
C 6.1519 -1.8621 2.6312 0.03 0.03 0.05 -0.041
C 5.1559 -0.7759 3.0666 -0.02 0.09 -0.04 -0.494
O 4.4939 -1.1138 4.2778 -0.06 -0.30 -0.01 -0.146
C 4.1791 -0.4075 1.9260 0.13 0.09 -0.02 -0.504
P 2.4489 0.1599 2.2266 0.07 0.01 -0.23 0.329
I 2.7698 1.8867 3.9308 0.00 0.03 0.01 0.346
P 1.5886 -1.4484 3.4776 -0.01 -0.06 0.31 0.621
C -0.1019 -1.4218 2.7557 -0.17 0.03 0.15 -0.404
C 2.2510 -2.9641 2.6384 0.15 0.02 -0.09 -0.340
H 6.2482 -2.6163 3.4146 0.02 0.03 0.01 0.085
H 7.1464 -1.4514 2.4650 -0.01 0.00 -0.04 0.072
H 5.8472 -2.3630 1.7114 -0.02 -0.02 0.03 0.066
H 5.7123 0.1319 3.3051 -0.09 -0.02 0.11 0.124
H 4.3237 -2.0652 4.3012 0.05 0.22 -0.02 0.068
H 4.6191 0.4081 1.3435 0.05 -0.08 -0.05 0.068
H 4.0652 -1.2409 1.2245 -0.05 0.03 -0.01 0.051
H -0.6069 -2.3277 3.1002 -0.06 0.05 -0.03 0.032
H -0.1524 -1.3687 1.6680 0.10 -0.04 0.01 0.022
H -0.6295 -0.5634 3.1758 -0.07 -0.04 -0.07 0.018
H 2.2217 -3.7809 3.3607 -0.06 -0.05 -0.06 0.031
H 3.2905 -2.8204 2.3467 0.01 -0.12 0.04 -0.002
H 1.6904 -3.2558 1.7488 -0.02 0.07 0.02 0.040
```
Positions in Å, forces in eV/Å.

The value obtained for the LUMO energy is 0.334 eV. The energy is -121233.817 eV. As for the SMILES: FC(F)C(F)(F)COC(F)(F)C(F)F.FC(F)C(F)(F)COC(F)(F)C(F)F.FC(F)C(F)(F)COC(F)(F)C(F)F.C[C@H](O)CP(I)#P(C)C. For the molar mass, the calculation gives 974.22 g mol⁻¹. The HOMO energy is -8.0 eV.